one.
This record from OMol25 describes a structure of composition C22H41BiClNOP3. The level of theory is ωB97M-V with the def2-TZVPD basis set.

Geometry (Å):
1 Bi -0.0106 0.1315 0.2321
2 P 1.9076 -1.1790 2.2507
3 P 1.8234 2.1897 0.4254
4 P -0.8709 -2.6561 0.1531
5 H -0.1752 2.5973 -6.6356
6 C -1.0911 2.0110 -6.4574
7 C -1.9815 2.3328 -5.5089
8 H -1.7953 3.1365 -4.7988
9 C 3.4142 -2.1652 1.8358
10 C 2.6874 0.0283 3.3969
11 C 1.1356 -2.2610 3.5203
12 C 1.2684 3.4358 -0.7827
13 C 1.8191 3.0981 2.0132
14 C 3.5562 1.8460 -0.0441
15 C -2.1616 -2.5240 -1.1328
16 C -1.7153 -3.4352 1.5780
17 C 0.2641 -3.9479 -0.4838
18 H -1.2724 1.1548 -7.1355
19 H -2.9619 1.8327 -5.4752
20 H 3.8590 -2.5112 2.7818
21 H 4.1439 -1.5421 1.2953
22 H 3.1437 -3.0320 1.2148
23 H 3.4488 -0.4903 3.9957
24 H 1.9244 0.4436 4.0689
25 H 3.1797 0.8434 2.8535
26 H 1.8597 -3.0201 3.8467
27 H 0.2454 -2.7694 3.1359
28 H 0.8399 -1.6543 4.3863
29 H 1.8968 4.3371 -0.7487
30 H 0.2297 3.7126 -0.5614
31 H 1.2762 2.9996 -1.7895
32 H 2.4181 4.0163 1.9154
33 H 2.2290 2.4870 2.8262
34 H 0.7801 3.3545 2.2710
35 H 4.1197 2.7830 -0.1706
36 H 3.5557 1.2934 -0.9952
37 H 4.0451 1.2263 0.7209
38 H -2.7227 -3.4629 -1.2385
39 H -1.7098 -2.2634 -2.0987
40 H -2.8565 -1.7164 -0.8615
41 H -2.4745 -4.1457 1.2218
42 H -2.2066 -2.6483 2.1684
43 H -0.9930 -3.9688 2.2096
44 H -0.3007 -4.7807 -0.9278
45 H 0.8957 -4.3336 0.3296
46 H 0.9161 -3.5059 -1.2499
47 C -0.6205 0.6725 -3.1730
48 C 0.4652 0.2424 -4.0115
49 C 0.3210 -0.8816 -4.8116
50 C -0.9031 -1.5628 -4.8635
51 C -2.0262 -1.0311 -4.2100
52 C -1.9263 0.1707 -3.5362
53 O -0.4674 1.4123 -2.1276
54 H 1.0685 -0.5149 -1.0998
55 H 1.3796 0.8394 -4.0001
56 H 1.1719 -1.2344 -5.4026
57 H -0.9818 -2.5241 -5.3697
58 H -2.9888 -1.5475 -4.2307
59 H -2.7981 0.7566 -3.2324
60 Cl -3.1677 4.4457 3.4604
61 C -2.7349 2.7996 3.6032
62 C -3.0765 2.0865 4.7514
63 C -2.7022 0.7514 4.8465
64 C -1.9834 0.1815 3.7866
65 N -1.6380 0.8799 2.7016
66 C -2.0053 2.1678 2.5860
67 H -3.6204 2.6029 5.5293
68 H -2.9549 0.1652 5.7230
69 H -1.6769 -0.8694 3.8402
70 H -1.7167 2.7139 1.6900

Properties
- net charge = +3
- orbital gap (spin up / spin down) (eV) = 3.46 / 3.56
- HOMO energy (spin up / spin down) (eV) = -16.16 / -16.16



two.
This record from OMol25 describes a structure of composition C22H41BiClNOP3. The level of theory is ωB97M-V with the def2-TZVPD basis set.

Geometry (Å):
1 Bi 0.5349 -1.5726 -2.0125
2 P -0.3102 1.4138 2.8552
3 P 1.2281 -2.8865 0.1984
4 P -0.9432 2.7647 -0.9764
5 H -1.1239 -3.9132 -2.0228
6 C -0.7744 -3.2116 -2.7922
7 C 0.6203 -3.3716 -3.3075
8 H 1.2141 -4.2007 -2.9131
9 C -1.1844 1.5971 4.4254
10 C 1.1197 0.3828 3.2014
11 C 0.3495 3.0243 2.4143
12 C 1.3515 -4.6756 -0.1292
13 C 2.8102 -2.4866 1.0196
14 C -0.0210 -2.7260 1.5231
15 C -1.4806 2.2903 -2.6707
16 C -0.3402 4.4629 -1.3700
17 C -2.6004 3.2225 -0.2778
18 H -1.5307 -2.8642 -3.5131
19 H 0.7441 -3.1584 -4.3740
20 H -1.2447 2.6439 4.7140
21 H -0.6454 1.0417 5.2105
22 H -2.1987 1.1959 4.3268
23 H 1.8735 0.9989 3.7208
24 H 1.5705 -0.0106 2.2802
25 H 0.8276 -0.4411 3.8707
26 H 0.9944 3.3671 3.2487
27 H -0.4660 3.7511 2.2697
28 H 0.9557 2.9690 1.5142
29 H 1.0091 -5.2288 0.7522
30 H 2.3966 -4.9414 -0.3281
31 H 0.7466 -4.9979 -0.9791
32 H 3.4443 -3.3817 1.0680
33 H 2.6504 -2.1197 2.0415
34 H 3.3465 -1.7203 0.4516
35 H -0.5452 -3.6858 1.6227
36 H -0.7699 -1.9462 1.3179
37 H 0.4635 -2.4834 2.4788
38 H -1.9469 3.1622 -3.1475
39 H -2.1900 1.4542 -2.6330
40 H -0.6091 1.9819 -3.2616
41 H -0.9772 4.9295 -2.1347
42 H 0.6874 4.3829 -1.7514
43 H -0.3298 5.0806 -0.4623
44 H -3.3328 3.2650 -1.0988
45 H -2.5397 4.1996 0.2192
46 H -2.9323 2.4734 0.4582
47 C -3.0445 -0.2552 0.6759
48 C -4.4065 -0.5680 0.9101
49 C -5.1818 -1.1725 -0.0712
50 C -4.6320 -1.4306 -1.3262
51 C -3.3060 -1.1035 -1.5841
52 C -2.5019 -0.5313 -0.5956
53 O -2.3575 0.2416 1.7149
54 H -1.4827 0.8065 1.8981
55 H -4.8262 -0.3618 1.8906
56 H -6.2224 -1.4372 0.1346
57 H -5.2336 -1.8528 -2.1266
58 H -2.8987 -1.3011 -2.5809
59 H -1.4481 -0.2863 -0.7871
60 Cl 6.9602 -0.3256 -1.7903
61 C 5.3886 0.2806 -1.5034
62 C 5.2193 1.5736 -0.9985
63 C 3.9242 2.0176 -0.7310
64 C 2.8502 1.1552 -0.9804
65 N 3.0262 -0.0781 -1.4603
66 C 4.2640 -0.5324 -1.7265
67 H 6.0893 2.1938 -0.8024
68 H 3.7194 3.0064 -0.3262
69 H 1.8163 1.4768 -0.7850
70 H 4.3823 -1.5472 -2.0957

Properties
- net charge = +3
- orbital gap (spin up / spin down) (eV) = 3.48 / 4.41
- HOMO energy (spin up / spin down) (eV) = -15.96 / -15.97



three.
This record from OMol25 describes a structure of composition C22H41BiClNOP3. The level of theory is ωB97M-V with the def2-TZVPD basis set.

Geometry (Å):
1 Bi 0.0309 -0.4823 0.1836
2 P -2.7307 -0.5946 -0.5712
3 P 1.2742 -2.9003 -0.3654
4 P 0.2925 0.6531 -2.3744
5 H 0.1202 3.8002 2.0018
6 C -0.4818 4.3673 1.2988
7 C -1.7843 4.0969 1.0594
8 H -2.2666 3.2877 1.5844
9 C -3.7810 -0.9897 0.8697
10 C -3.1690 -1.8877 -1.7790
11 C -3.4593 0.9338 -1.2373
12 C 3.0688 -3.0041 0.0102
13 C 0.5627 -4.2755 0.6279
14 C 1.1406 -3.5218 -2.0775
15 C -0.1719 2.4191 -2.2742
16 C -0.5763 -0.0183 -3.8184
17 C 2.0603 0.7455 -2.8920
18 H 0.0104 5.2313 0.7976
19 H -2.3752 4.6788 0.3347
20 H -3.6405 -0.2564 1.6766
21 H -3.5582 -1.9850 1.2822
22 H -4.8260 -0.9605 0.5296
23 H -2.8722 -2.8798 -1.4111
24 H -2.6846 -1.7211 -2.7503
25 H -4.2586 -1.8635 -1.9026
26 H -3.1353 1.8169 -0.6705
27 H -4.5466 0.8328 -1.1542
28 H -3.1876 1.0763 -2.2897
29 H 3.4642 -4.0163 -0.1931
30 H 3.2559 -2.7567 1.0692
31 H 3.5987 -2.2730 -0.6214
32 H 1.1122 -5.2139 0.4374
33 H -0.4964 -4.4179 0.3535
34 H 0.6264 -4.0315 1.7015
35 H 1.7593 -4.4243 -2.2051
36 H 1.4871 -2.7480 -2.7779
37 H 0.0967 -3.7731 -2.3162
38 H 0.3548 3.0065 -3.0399
39 H 0.0799 2.8311 -1.2871
40 H -1.2520 2.5246 -2.4269
41 H -0.1378 0.3771 -4.7432
42 H -1.6422 0.2333 -3.7871
43 H -0.4665 -1.1095 -3.8113
44 H 2.1327 1.2624 -3.8639
45 H 2.4699 -0.2718 -2.9949
46 H 2.6748 1.2899 -2.1561
47 C 2.5056 1.6171 0.4760
48 C 3.3927 0.6279 0.9744
49 C 4.6775 0.7301 0.4559
50 C 5.0893 1.8676 -0.2244
51 C 4.2280 2.9574 -0.3126
52 C 2.9533 2.9318 0.2311
53 O 1.3519 1.2428 -0.0720
54 H 0.0420 -0.7304 2.2358
55 H 3.0335 -0.2587 1.5168
56 H 5.3927 -0.0986 0.5313
57 H 6.0502 1.9012 -0.7699
58 H 4.5110 3.8438 -0.8852
59 H 2.2554 3.7625 0.2770
60 Cl -2.9624 -2.9516 4.5804
61 C -2.1941 -1.4521 4.2666
62 C -2.6212 -0.2116 4.7532
63 C -2.0182 0.9629 4.2847
64 C -1.0139 0.9065 3.3369
65 N -0.6033 -0.3507 2.9877
66 C -1.1341 -1.5039 3.4082
67 H -3.4301 -0.1715 5.5139
68 H -2.3686 1.9372 4.6410
69 H -0.5259 1.7603 2.8530
70 H -0.7836 -2.4081 2.9142

Properties
- net charge = +3
- orbital gap (eV) = 5.03
- HOMO energy (eV) = -15.04



Which structure wins on stability? three wins.



one.
This record from OMol25 describes a structure of composition C4H8O2. The level of theory is ωB97M-V with the def2-TZVPD basis set.

Geometry (Å):
1 O -1.6182 -0.1338 -1.1167
2 C -1.4019 -0.4819 0.2411
3 C 0.0910 -0.7872 0.4710
4 C 0.9399 -0.0984 -0.6828
5 C 1.2305 0.9059 0.4245
6 O 0.7704 0.0233 1.4491
7 H -1.5641 0.8210 -1.2149
8 H -1.7456 0.3033 0.9288
9 H -2.0239 -1.3676 0.4012
10 H 0.2320 -1.8419 0.7868
11 H 1.7437 -0.7529 -1.0066
12 H 0.5445 0.3780 -1.5948
13 H 0.5467 1.7696 0.3707
14 H 2.2550 1.2627 0.5426

Properties
- net charge = 0
- orbital gap (eV) = 10.34
- HOMO energy (eV) = -9.50



two.
This record from OMol25 describes an isolated molecule of C4H8O2. The level of theory is ωB97M-V with the def2-TZVPD basis set.

Geometry (Å):
1 C -1.5900 0.1448 -0.8172
2 C -1.0169 0.1675 0.6046
3 O -0.9821 -0.9658 1.2670
4 C 0.5530 0.3089 0.6406
5 C 1.3850 -0.2608 -0.3323
6 O 2.5026 -0.9398 -0.1053
7 H -1.1962 -0.7158 -1.3692
8 H -1.3926 1.0729 -1.3713
9 H -2.6746 0.0142 -0.7483
10 H -1.4342 1.0591 1.1288
11 H 0.9357 0.3515 1.6579
12 H 1.2265 1.1429 -0.0062
13 H 1.1279 -0.2158 -1.3871
14 H 2.5559 -1.1638 0.8381

Properties
- net charge = 0
- orbital gap (eV) = 8.28
- HOMO energy (eV) = -8.02



Which structure wins on stability? one wins.



one.
This record from OMol25 describes an isolated molecule of C4H8O2. The level of theory is ωB97M-V with the def2-TZVPD basis set.

Geometry (Å):
1 C 1.5836 1.0728 0.0990
2 C 1.0214 0.6689 -1.0421
3 O -0.2720 0.3698 -1.2988
4 C -1.1757 0.2263 -0.2045
5 C -1.0637 -1.1524 0.4346
6 O -0.0354 -1.2714 1.3929
7 H 1.0298 1.2341 1.0168
8 H 2.6470 1.2794 0.1140
9 H 1.6076 0.5451 -1.9499
10 H -1.0270 1.0134 0.5447
11 H -2.1679 0.3547 -0.6458
12 H -1.9958 -1.3769 0.9636
13 H -0.9556 -1.8877 -0.3783
14 H 0.8037 -1.0761 0.9538

Properties
- net charge = 0
- orbital gap (eV) = 10.11
- structure (SMILES) = C=COCCO
- HOMO energy (eV) = -9.10



two.
This record from OMol25 describes a cluster of 2 separate species, C4H8O2 in total. The level of theory is ωB97M-V with the def2-TZVPD basis set.

Geometry (Å):
1 C -0.2377 -1.6164 -1.5486
2 C -0.5136 -1.7944 -0.2570
3 C -0.5963 -0.6918 0.6911
4 C 0.1377 -0.6383 1.8155
5 O 0.3042 0.4265 2.6787
6 H -0.1410 -2.4136 -2.2863
7 H -0.2219 -0.6985 -2.1160
8 H -0.6008 -2.7811 0.2268
9 H -1.3298 0.1057 0.5841
10 H 0.9467 -1.2995 2.0453
11 H -0.1596 1.2005 2.3030
12 O 0.5532 3.5420 -1.4592
13 H 1.2844 4.0680 -1.1393
14 H 0.5746 2.5911 -1.5383

Properties
- net charge = 0
- orbital gap (eV) = 9.36
- structure (SMILES) = C=C/C=C/O.O
- HOMO energy (eV) = -8.74



three.
This record from OMol25 describes an isolated molecule of C4H8O2. The level of theory is ωB97M-V with the def2-TZVPD basis set.

Geometry (Å):
1 O 1.5542 0.6859 -0.7271
2 C 1.0929 0.2275 0.5164
3 C -0.4664 0.8883 0.6842
4 C -0.8767 -0.3976 -0.0709
5 O -0.8352 -0.1906 -1.4869
6 C 0.4091 -1.1278 0.3216
7 H 0.8409 0.4312 -1.3469
8 H 1.9355 0.2996 1.2260
9 H -0.3707 1.7809 0.0663
10 H -1.2497 1.1656 1.4432
11 H -1.7969 -0.9037 0.2381
12 H -1.3654 0.5941 -1.6820
13 H 0.7824 -1.8015 -0.4585
14 H 0.3461 -1.6519 1.2766

Properties
- net charge = 0
- orbital gap (eV) = 10.49
- structure (SMILES) = O[C@H]1C[C@@H](O)C1
- HOMO energy (eV) = -9.66



four.
This record from OMol25 describes an isolated molecule of C4H8O2. The level of theory is ωB97M-V with the def2-TZVPD basis set.

Geometry (Å):
1 C -0.9764 0.1879 -0.8798
2 C -0.1992 0.5722 0.3528
3 O -0.1424 1.8699 0.9146
4 C -0.0314 -0.5292 1.3336
5 C 0.9901 -0.4018 0.1978
6 O 0.9875 -1.4744 -0.8891
7 H -2.0548 0.0940 -0.7311
8 H -0.4332 -0.8116 -1.2055
9 H -0.7266 0.9127 -1.6658
10 H -0.3689 2.5465 0.2611
11 H 0.3235 -0.2691 2.3360
12 H -0.7778 -1.3205 1.3398
13 H 2.0175 -0.1584 0.3861
14 H 1.3921 -1.2181 -1.7505

Properties
- net charge = 0
- orbital gap (eV) = 9.99
- structure (SMILES) = C[C@@]1(O)C[C@H]1O
- HOMO energy (eV) = -9.23



Which structure wins on stability? one wins.



one.
This record from OMol25 describes the ion C4H11N2O2 with charge +1. The level of theory is ωB97M-V with the def2-TZVPD basis set.

Geometry (Å):
1 N 2.6542 0.2960 0.7958
2 C 1.5042 -0.3427 0.3591
3 O 1.6756 -1.1641 -0.5348
4 C 0.1763 -0.2649 1.1301
5 C -1.0772 -0.1087 0.3099
6 N -0.9639 -1.2542 -0.6825
7 C -1.2197 1.2828 -0.2578
8 O -2.4290 1.3798 -0.9546
9 H 3.4769 0.3479 0.1513
10 H 2.5528 1.1402 1.3448
11 H 0.1724 0.5558 1.9457
12 H 0.2478 -1.0904 1.8503
13 H -1.8773 -0.3373 1.0518
14 H -1.7001 -1.1611 -1.4323
15 H -0.9735 -2.1240 -0.1409
16 H -0.0335 -1.3804 -1.1526
17 H -0.3859 1.6013 -0.8622
18 H -1.3365 1.9587 0.6438
19 H -2.4832 2.1978 -1.4650

Properties
- net charge = +1
- orbital gap (eV) = 11.18
- structure (SMILES) = NC(=O)C[C@H]([NH3+])CO
- HOMO energy (eV) = -14.36



two.
This record from OMol25 describes a structure of composition C4H11N2O2. The level of theory is ωB97M-V with the def2-TZVPD basis set.

Geometry (Å):
1 C 0.5261 1.2811 0.4801
2 C 0.3902 -1.0127 -0.5559
3 C -0.4616 0.1373 0.0445
4 C -1.3218 -0.4485 1.1565
5 N 2.0641 0.0045 -0.5572
6 N -1.2679 0.6061 -1.1182
7 O 1.8552 0.8889 0.5585
8 O 0.7179 -1.9454 0.2184
9 H 0.4735 2.2038 -0.2442
10 H 0.2646 1.6861 1.4054
11 H 0.3448 -1.0905 -1.5841
12 H -1.9650 0.3998 1.5169
13 H -0.6953 -0.9178 1.9779
14 H -2.1705 -1.1283 0.9889
15 H 2.8739 -0.6784 -0.4343
16 H 2.4060 0.6135 -1.3871
17 H -1.2677 1.6712 -1.1255
18 H -2.2429 0.3798 -1.2685
19 H 1.1340 -2.7558 -0.0575

Properties
- net charge = +1
- orbital gap (eV) = 10.38
- HOMO energy (eV) = -13.74



Which structure wins on stability? one wins.